# 1
Molecular formula: C36H37F3IrN6O4S4
Method: DFT, wB97M-V/def2-TZVPD

Calculated values
total energy	-109379.0907	eV
2S+1	2
F_max	0.045	Eh/bohr
net charge	+2
expectation value of S²	0.76
ΔE to the lowest compared entry with this formula, charge and spin	69.90	kcal per mole
orbital gap (alpha / beta)	4.36 / 3.04	eV
HOMO level (alpha / beta)	-11.669 / -11.668	eV

Last column: Löwdin spin population.
Geometry (Å):
Ir -0.767 -0.599 -0.755  0.0039
N -5.074 -1.471 -1.104  0.1217
C -5.746 -1.894 0.021  0.0890
C -7.116 -2.156 -0.021  -0.0058
C -7.767 -2.600 1.108  0.0720
C -7.072 -2.804 2.308  0.0303
C -5.722 -2.554 2.366  0.0200
C -5.057 -2.086 1.230  0.0970
S -3.358 -1.779 1.300  0.3911
N -3.017 -1.011 -0.089  0.1333
C -3.786 -1.063 -1.175  0.0151
C -3.233 -0.644 -2.432  0.0010
C -4.013 -0.491 -3.588  -0.0029
C -3.438 -0.128 -4.782  0.0005
C -2.068 0.096 -4.815  -0.0029
C -1.361 -0.018 -3.635  -0.0003
N -1.907 -0.361 -2.472  -0.0016
H -5.599 -1.491 -1.967  0.0029
H -7.661 -2.000 -0.943  -0.0018
H -8.830 -2.794 1.071  0.0033
H -7.596 -3.155 3.185  0.0008
H -5.164 -2.701 3.281  -0.0008
H -5.082 -0.646 -3.551  0.0000
H -4.036 -0.013 -5.674  0.0001
H -1.565 0.362 -5.733  -0.0001
H -0.301 0.185 -3.618  0.0000
S 5.514 0.671 -3.747  0.0000
C 3.864 0.407 -3.099  0.0000
C 3.456 -0.865 -2.725  -0.0001
C 2.177 -1.030 -2.220  -0.0001
N 1.331 -0.013 -2.051  -0.0008
C 1.719 1.206 -2.433  0.0000
C 2.968 1.462 -2.967  0.0000
C 6.297 0.869 -2.139  0.0000
C 6.224 2.095 -1.493  0.0000
C 6.817 2.203 -0.241  0.0000
N 7.434 1.187 0.341  0.0000
C 7.527 0.028 -0.289  0.0000
C 6.971 -0.186 -1.547  0.0000
H 4.112 -1.717 -2.823  0.0000
H 1.812 -2.007 -1.960  0.0000
H 0.994 2.002 -2.306  0.0000
H 3.235 2.463 -3.271  0.0000
H 5.742 2.945 -1.955  0.0000
H 6.800 3.136 0.309  0.0000
H 8.062 -0.760 0.228  0.0000
H 7.074 -1.141 -2.042  0.0000
F 0.747 -4.529 1.257  0.0000
C 0.964 -4.280 -0.039  0.0009
F 1.418 -5.367 -0.629  0.0004
F 1.925 -3.344 -0.096  0.0001
S -0.620 -3.644 -0.816  0.0017
O -1.228 -4.741 -1.484  0.0001
O -1.339 -3.129 0.332  0.0229
O -0.152 -2.550 -1.682  0.0004
O 0.289 -0.925 1.145  0.0000
S -0.257 -1.634 2.393  -0.0004
C 1.239 -1.835 3.435  -0.0002
C 1.274 -0.714 4.464  0.0001
C -0.182 -0.386 4.775  0.0004
C -0.863 -0.234 3.426  0.0027
H 2.101 -1.867 2.771  0.0000
H 1.118 -2.805 3.916  0.0000
H 1.776 0.165 4.057  0.0000
H 1.810 -1.033 5.356  0.0000
H -0.277 0.518 5.375  0.0000
H -0.638 -1.213 5.325  0.0000
H -0.567 0.677 2.907  0.0000
H -1.947 -0.280 3.487  0.0031
C 1.186 2.895 2.923  0.0000
N 1.914 2.629 1.715  0.0001
C 3.202 3.253 1.566  0.0000
C 1.355 1.810 0.680  0.0000
C -0.009 2.279 0.172  0.0002
C -0.266 3.648 0.265  0.0003
C -1.466 4.201 -0.136  0.0000
C -2.460 3.367 -0.614  0.0005
C -2.214 2.011 -0.736  0.0012
C -0.995 1.419 -0.371  0.0002
H 1.595 2.329 3.772  0.0000
H 0.136 2.631 2.797  0.0000
H 1.245 3.954 3.192  0.0000
H 3.710 3.301 2.531  0.0000
H 3.113 4.284 1.191  0.0000
H 3.822 2.696 0.863  0.0000
H 1.234 0.786 1.033  0.0000
H 2.064 1.774 -0.148  0.0000
H 0.513 4.300 0.638  0.0000
H -1.619 5.270 -0.082  0.0000
H -3.421 3.769 -0.905  0.0000
H -3.026 1.402 -1.108  0.0006


# 2
Molecular formula: C53H56AsN2O4PRuS
Method: DFT, wB97M-V/def2-TZVPD

Calculated values
total energy	-150576.7944	eV
2S+1	6
F_max	0.008	Eh/bohr
net charge	+1
expectation value of S²	8.78
ΔE to the lowest compared entry with this formula, charge and spin	0.00	kcal per mole
orbital gap (alpha / beta)	8.89 / 6.40	eV
HOMO level (alpha / beta)	-10.580 / -10.639	eV

Last column: Löwdin spin population.
Geometry (Å):
Ru -1.279 1.456 -0.093  3.7010
O 1.275 1.666 -0.395  0.0730
C 1.779 3.005 -0.488  0.0030
C 0.539 3.921 -0.519  0.0163
O 0.619 5.115 -0.357  0.0306
O -0.589 3.302 -0.760  0.1743
C 2.660 3.311 0.722  0.0016
C 2.478 2.623 1.917  -0.0001
C 3.289 2.889 3.013  0.0000
C 4.275 3.857 2.934  -0.0002
C 4.442 4.565 1.752  0.0001
C 3.645 4.291 0.654  0.0003
C 2.539 3.140 -1.811  0.0009
C 3.248 2.046 -2.294  0.0003
C 3.958 2.128 -3.482  0.0000
C 3.971 3.313 -4.205  0.0002
C 3.274 4.410 -3.724  0.0001
C 2.563 4.329 -2.534  0.0004
H 1.889 1.124 0.118  0.0009
H 1.679 1.896 2.024  0.0003
H 3.146 2.336 3.932  0.0000
H 4.907 4.063 3.787  0.0000
H 5.201 5.332 1.680  0.0000
H 3.796 4.843 -0.263  0.0000
H 3.248 1.115 -1.742  0.0002
H 4.504 1.266 -3.840  0.0000
H 4.525 3.382 -5.131  0.0000
H 3.280 5.341 -4.276  0.0000
H 2.020 5.191 -2.172  0.0000
C -0.404 2.641 5.130  0.0087
C -1.209 1.438 4.622  0.0270
C -2.659 1.536 5.116  0.0091
C -0.572 0.131 5.115  0.0099
C -1.205 1.442 3.153  0.2272
C -1.203 1.451 1.929  0.1372
H -0.416 2.651 6.221  0.0012
H -0.829 3.577 4.769  0.0002
H 0.631 2.588 4.794  0.0002
H -2.670 1.569 6.206  0.0013
H -3.242 0.671 4.794  0.0002
H -3.139 2.438 4.738  0.0003
H -0.549 0.126 6.205  0.0014
H 0.449 0.031 4.746  0.0003
H -1.146 -0.732 4.776  0.0002
N -4.875 -1.030 0.646  0.0031
C -5.083 -0.989 -0.714  0.0045
C -4.072 -0.238 -1.219  0.0098
N -3.247 0.163 -0.188  0.1159
C -3.765 -0.327 0.920  0.0121
H -5.455 -1.498 1.321  0.0007
H -5.923 -1.466 -1.182  0.0009
H -3.895 0.059 -2.236  0.0005
H -3.354 -0.197 1.907  0.0007
C -1.364 -2.269 -0.600  0.0146
C -0.803 -3.582 -1.136  0.0057
As -1.531 -5.070 -0.050  0.0020
C -0.481 -6.534 -0.786  0.0006
C 0.328 -6.424 -1.912  0.0000
C 1.033 -7.527 -2.380  0.0000
C 0.942 -8.743 -1.723  0.0000
C 0.135 -8.862 -0.599  0.0000
C -0.577 -7.766 -0.140  0.0002
C -0.422 -4.673 1.516  0.0001
C 0.939 -4.959 1.569  0.0000
C 1.682 -4.629 2.693  0.0000
C 1.076 -4.002 3.774  0.0001
C -0.279 -3.712 3.730  0.0000
C -1.025 -4.053 2.608  0.0001
P -0.462 -0.760 -1.106  0.1336
C -0.539 -0.611 -2.901  0.0233
C 0.267 0.354 -3.510  0.0142
C 0.184 0.566 -4.876  -0.0014
C -0.716 -0.168 -5.639  0.0123
C -1.535 -1.111 -5.035  -0.0001
C -1.449 -1.335 -3.668  0.0120
C 1.241 -1.193 -0.645  0.0151
C 2.217 -1.584 -1.553  0.0064
C 3.483 -1.935 -1.101  0.0003
C 3.777 -1.898 0.254  0.0043
C 2.797 -1.529 1.167  -0.0005
C 1.531 -1.186 0.722  0.0055
H -1.293 -2.242 0.493  0.0006
H -2.420 -2.153 -0.849  -0.0002
H 0.284 -3.616 -1.054  0.0004
H -1.073 -3.735 -2.180  0.0001
H 0.422 -5.483 -2.438  0.0000
H 1.658 -7.431 -3.259  0.0000
H 1.494 -9.599 -2.086  0.0000
H 0.056 -9.810 -0.085  0.0000
H -1.210 -7.870 0.735  0.0000
H 1.422 -5.453 0.734  0.0000
H 2.737 -4.868 2.727  0.0000
H 1.655 -3.758 4.654  0.0000
H -0.761 -3.243 4.579  0.0000
H -2.093 -3.859 2.595  0.0000
H 0.955 0.946 -2.914  0.0004
H 0.817 1.309 -5.341  -0.0003
H -0.780 -0.003 -6.706  0.0007
H -2.242 -1.676 -5.628  -0.0002
H -2.099 -2.067 -3.206  0.0004
H 1.999 -1.608 -2.613  0.0003
H 4.242 -2.232 -1.812  0.0000
H 4.767 -2.162 0.599  0.0003
H 3.017 -1.511 2.226  -0.0001
H 0.769 -0.892 1.441  0.0007
O -4.565 2.618 -1.451  0.0407
S -3.204 3.115 -1.129  0.0896
C -3.324 4.307 0.224  0.0094
C -3.789 5.589 -0.453  0.0037
C -2.850 5.745 -1.648  0.0044
C -2.790 4.392 -2.362  0.0209
H -2.322 4.418 0.642  0.0004
H -3.999 3.872 0.960  -0.0002
H -3.740 6.441 0.224  0.0006
H -4.823 5.474 -0.784  0.0002
H -1.848 5.999 -1.298  0.0002
H -3.181 6.524 -2.333  0.0012
H -1.815 4.174 -2.786  0.0004
H -3.574 4.250 -3.105  0.0009